1.
Molecular formula: C4H4O2
Method: DFT, ωB97M-V/def2-TZVPD

Results
LUMO in eV: 0.159
Energy in eV: -8303.5642
ΔE to the lowest compared entry with this formula, charge and spin in eV: 3.513
Max |F| in eV/Å: 2.71
Kohn-Sham gap in eV: 10.3

```
10
C4H4O2 | OMol25 | ωB97M-V/def2-TZVPD
C 0.045 0.023 -1.024
C 0.504 0.316 0.382
C -0.844 -1.154 -1.082
C -1.833 -1.025 0.073
O 0.351 0.699 -1.967
O -1.016 -1.963 0.131
H -0.463 0.388 0.903
H 1.013 -0.577 0.764
H -1.206 -1.502 -2.111
H 0.956 1.285 0.210
```


2.
Molecular formula: C43H78BBr23FN3O6PS
Method: DFT, ωB97M-V/def2-TZVPD

Results
Total charge: +1
LUMO in eV: -5.047
Energy in eV: -1697092.0390
ΔE to the lowest compared entry with this formula, charge and spin in eV: 8.236
Max |F| in eV/Å: 8.88
Kohn-Sham gap in eV: 5.6

```
157
C43H78BBr23FN3O6PS | OMol25 | ωB97M-V/def2-TZVPD
C 1.429 0.412 -0.892
C 0.321 -0.690 -0.441
B -0.481 -1.361 -1.689
O 0.357 -1.987 -2.708
C -2.137 -1.411 -1.804
C -2.418 -2.581 -0.743
Br -4.309 -2.874 -0.210
C -1.783 -4.012 -1.090
C -0.650 -4.478 -0.009
C -2.827 -0.015 -1.292
C -2.082 1.382 -1.590
C -1.488 2.118 -0.258
O -2.232 3.349 0.055
C -2.191 3.400 1.502
O -1.546 4.252 2.139
C -4.307 0.045 -1.978
C -5.533 0.863 -1.409
C -5.762 2.325 -2.009
C -6.456 3.214 -0.817
C -7.564 4.177 -1.549
O -6.886 4.994 -2.537
N -4.199 -0.791 -3.047
S -5.634 -0.946 -4.009
O -6.208 0.398 -4.421
O -5.391 -1.683 -5.312
F -6.797 -1.681 -3.050
C -2.811 -1.403 -3.249
P -2.194 -0.220 -4.618
N -0.625 -0.062 -4.786
C -2.754 -2.835 -4.035
C -3.860 -3.834 -3.657
C -3.809 -5.221 -4.407
C -2.606 -5.285 -5.405
C -1.562 -4.178 -5.623
N -1.661 -2.952 -4.921
H 1.079 0.841 -1.891
H 2.424 -0.164 -1.012
H 1.530 1.218 -0.092
H -0.386 -0.328 0.383
H 0.929 -1.557 0.035
H 0.929 -1.262 -3.066
H -1.879 -2.237 0.227
H -2.621 -4.803 -0.994
H -1.332 -4.128 -2.126
H 0.337 -4.010 -0.389
H -0.869 -4.096 1.048
H -0.621 -5.619 -0.047
H -3.096 -0.052 -0.180
H -1.318 1.350 -2.446
H -2.905 2.112 -1.957
H -1.640 1.425 0.642
H -0.391 2.423 -0.393
H -2.745 2.573 2.092
H -6.528 0.283 -1.530
H -5.400 0.967 -0.264
H -6.497 2.389 -2.885
H -4.828 2.897 -2.316
H -5.701 3.837 -0.233
H -7.017 2.440 -0.163
H -8.172 4.778 -0.789
H -8.252 3.454 -2.138
H -6.781 4.514 -3.395
H -2.795 1.069 -4.324
H -2.771 -0.674 -5.865
H -0.346 -0.348 -5.742
H -4.716 -3.650 -2.926
H -4.554 -6.060 -4.241
H -2.475 -6.257 -6.001
H -0.703 -4.310 -6.375
Br -1.794 -3.947 4.044
C -2.809 -2.473 4.816
C -3.337 -1.553 3.745
Br -1.928 -0.398 3.049
H -2.153 -1.974 5.530
H -3.632 -2.946 5.355
H -4.085 -0.872 4.155
H -3.764 -2.083 2.892
Br -2.229 6.835 7.353
C -1.725 5.939 5.698
C -2.880 5.890 4.729
Br -4.173 4.520 5.232
H -1.349 4.953 5.971
H -0.907 6.535 5.290
H -2.535 5.602 3.735
H -3.425 6.831 4.662
Br 3.775 -4.228 -0.045
C 4.283 -5.053 -1.737
C 3.130 -5.059 -2.709
Br 1.838 -6.449 -2.263
H 4.659 -6.049 -1.505
H 5.103 -4.440 -2.117
H 3.476 -5.305 -3.714
H 2.585 -4.115 -2.737
Br 5.610 -8.629 -1.192
C 7.118 -8.524 0.039
C 6.853 -7.535 1.148
Br 7.062 -5.698 0.528
H 7.998 -8.280 -0.556
H 7.226 -9.532 0.442
H 7.588 -7.649 1.947
H 5.850 -7.616 1.568
Br 0.564 9.858 2.889
C -0.883 8.704 2.278
C -2.215 9.408 2.355
Br -2.871 9.483 4.189
H -0.840 7.795 2.878
H -0.635 8.462 1.243
H -2.976 8.851 1.804
H -2.183 10.433 1.986
Br -2.039 9.443 -1.584
C -0.740 8.579 -2.753
C -0.422 7.183 -2.278
Br 0.778 7.214 -0.743
H 0.133 9.230 -2.795
H -1.215 8.552 -3.735
H 0.117 6.628 -3.048
H -1.305 6.617 -1.980
Br 10.852 -7.107 1.792
C 11.535 -6.179 0.221
C 10.674 -6.443 -0.989
Br 11.010 -8.217 -1.724
H 12.571 -6.493 0.091
H 11.512 -5.120 0.484
H 10.920 -5.751 -1.795
H 9.606 -6.384 -0.779
Br 9.392 -9.100 4.534
C 11.107 -9.998 4.763
C 11.764 -9.606 6.063
Br 12.559 -7.830 5.948
H 11.710 -9.760 3.886
H 10.872 -11.063 4.758
H 12.595 -10.275 6.291
H 11.074 -9.591 6.907
Br 9.156 -4.719 3.788
C 10.668 -4.628 5.015
C 10.410 -3.646 6.130
Br 10.624 -1.808 5.519
H 11.547 -4.383 4.418
H 10.773 -5.640 5.410
H 11.146 -3.768 6.927
H 9.409 -3.726 6.552
Br -4.499 4.102 -5.019
C -3.441 5.740 -5.046
C -4.232 6.909 -4.514
Br -5.514 7.554 -5.831
H -3.099 5.880 -6.071
H -2.581 5.533 -4.406
H -3.576 7.759 -4.316
H -4.796 6.674 -3.610
Br -6.052 7.912 3.492
C -7.166 9.448 3.043
C -7.244 10.421 4.193
Br -8.452 9.779 5.581
H -8.138 9.058 2.740
H -6.680 9.909 2.182
H -7.669 11.371 3.865
H -6.281 10.604 4.670
```


3.
Molecular formula: C4H2
Method: DFT, ωB97M-V/def2-TZVPD

Results
LUMO (spin up / spin down) in eV: -1.381 / -2.899
Energy in eV: -4168.9310
ΔE to the lowest compared entry with this formula, charge and spin in eV: 7.502
Max |F| in eV/Å: 8.15
Kohn-Sham gap (spin up / spin down) in eV: 9.4 / 6.9

```
6
C4H2 | OMol25 | ωB97M-V/def2-TZVPD
C -0.702 1.018 1.483
C -0.559 2.113 1.947
C -0.465 -0.467 0.153
C 0.285 -0.761 -0.851
H 0.726 -0.104 -1.512
H 0.716 -1.798 -1.219
```


4.
Molecular formula: C2H4N2O2
Method: DFT, ωB97M-V/def2-TZVPD

Results
LUMO in eV: -0.428
Energy in eV: -9210.4362
ΔE to the lowest compared entry with this formula, charge and spin in eV: 4.787
Max |F| in eV/Å: 3.35
Kohn-Sham gap in eV: 9.8

```
10
C2H4N2O2 | OMol25 | ωB97M-V/def2-TZVPD
C -1.957 0.034 -0.287
C 1.504 -0.346 0.272
N -0.663 -0.409 0.110
N 0.273 0.393 -0.006
O 0.207 1.592 -0.166
O -2.937 -0.524 0.069
H -1.809 0.884 -0.868
H 2.222 0.279 0.710
H 1.718 -0.735 -0.759
H 1.442 -1.168 0.926
```


- energy of number 3 (C4H2)?
  -4168.9310 eV